(1)
{"formula": "C3H7N3S", "method": "wB97M-V/def2-TZVPD", "elements": ["C", "C", "C", "H", "H", "H", "H", "H", "H", "H", "N", "N", "N", "S"], "coordinates": [[-1.0045, 0.3616, -0.4861], [-0.6790, -0.6097, 0.6116], [1.2586, 0.7626, 1.5248], [-0.3257, 1.1035, -2.6042], [-2.0845, 0.2797, -0.6730], [-0.7455, 1.3923, -0.1919], [-1.0682, -2.2217, 1.4819], [0.3014, -0.7748, 2.4130], [1.5358, 1.0185, 2.5450], [1.4217, 1.0804, -0.3413], [-1.3659, -1.6882, 0.6697], [0.3063, -0.2446, 1.5535], [1.7386, 1.4395, 0.5704], [-0.0774, -0.0945, -2.0054]], "atomic_forces_ev_per_a": [[-0.14, 0.38, -0.07], [-0.08, -0.41, 0.14], [-0.13, 0.72, 0.15], [0.21, -0.54, 0.10], [0.46, 0.02, 0.04], [-0.12, -0.46, -0.16], [-0.02, -0.40, 0.03], [-0.11, -0.03, -0.13], [0.32, 0.00, 0.05], [0.16, 0.20, 0.27], [0.51, 0.85, 0.29], [-0.52, -0.51, -0.40], [-0.21, -0.53, -0.28], [-0.33, 0.71, -0.03]], "nbo_charge": [-0.584, 0.432, 0.278, 0.133, 0.253, 0.238, 0.324, 0.399, 0.160, 0.342, -0.649, -0.647, -0.661, -0.019], "lumo_energy_ha": 0.023, "fmax_ev_per_a": 1.034, "homo_ev": -9.444, "multiplicity": 1, "smiles": "[H]/N=C\\N/C(CS)=N\\[H]", "energy_ev": -18529.4539}

***

(2)
{"formula": "C3H7N3S", "method": "wB97M-V/def2-TZVPD", "elements": ["C", "C", "C", "H", "H", "H", "H", "H", "H", "H", "N", "N", "N", "S"], "coordinates": [[-0.8626, -0.1000, 0.1238], [-0.2305, 0.9886, -0.0587], [1.0946, 1.3440, 0.3095], [0.2548, -1.3636, 1.0345], [-1.2943, -1.0721, 1.9320], [-2.0604, 0.3837, -1.5562], [-1.8180, -1.2311, -1.4479], [-0.7665, 1.7672, -0.7905], [1.2449, 2.3142, 0.6397], [3.1199, -1.1840, -0.1253], [-0.7283, -1.1943, 0.9263], [-2.1428, -0.2465, -0.6281], [2.2757, 0.6433, 0.0442], [1.9134, -1.0494, -0.4034]], "atomic_forces_ev_per_a": [[-5.56, -2.65, -1.47], [0.98, 4.56, -2.38], [5.02, -3.24, -1.55], [0.39, -0.37, 1.00], [2.11, -0.46, -3.65], [-0.48, -0.84, 3.06], [-1.44, 3.02, 3.71], [1.45, -1.61, 1.71], [0.64, 1.89, 0.51], [3.04, -1.30, 0.36], [-1.25, -0.37, 4.02], [2.33, -2.17, -6.11], [-5.77, 1.64, 1.49], [-1.46, 1.90, -0.70]], "nbo_charge": [0.353, -0.390, 0.069, 0.388, 0.402, 0.349, 0.341, 0.231, 0.188, 0.117, -0.865, -0.791, -0.504, 0.112], "lumo_energy_ha": 0.010, "fmax_ev_per_a": 6.885, "homo_ev": -8.621, "multiplicity": 1, "energy_ev": -18525.2951}

***

(3)
{"formula": "C3H7N3S", "method": "wB97M-V/def2-TZVPD", "elements": ["C", "C", "C", "H", "H", "H", "H", "H", "H", "H", "N", "N", "N", "S"], "coordinates": [[-1.5749, -0.0031, -0.0199], [-0.6220, -1.0819, 0.5704], [2.8499, 0.4689, -0.3211], [-0.1292, 1.4296, 0.3695], [-1.5870, 2.0179, -0.3066], [-2.8961, -1.2223, -0.6737], [-0.3648, -0.8230, 1.6092], [-1.1532, -2.0257, 0.5393], [3.3185, -0.2576, -0.9743], [3.3463, 1.4001, -0.0112], [-1.0964, 1.2410, 0.1000], [-2.6726, -0.2416, -0.6936], [1.6372, 0.2905, 0.0803], [0.9442, -1.1928, -0.2683]], "atomic_forces_ev_per_a": [[-0.82, -1.54, -1.47], [-0.92, 1.68, 0.55], [-1.62, 0.37, 0.47], [-0.62, -0.45, -0.09], [-0.26, -0.21, -0.16], [-0.02, -0.41, 0.02], [-0.39, -0.18, -0.18], [0.37, -0.32, -0.07], [0.50, -0.02, 0.03], [-0.15, -0.48, -0.36], [0.80, 1.42, 0.54], [1.56, 0.73, 1.33], [1.46, 0.33, 0.35], [0.13, -0.91, -0.97]], "nbo_charge": [0.441, -0.636, -0.079, 0.418, 0.400, 0.329, 0.237, 0.251, 0.163, 0.190, -0.818, -0.735, -0.599, 0.439], "lumo_energy_ha": 0.023, "fmax_ev_per_a": 2.280, "homo_ev": -8.791, "multiplicity": 1, "smiles": "[H]/N=C(/N)CSN=C", "energy_ev": -18529.0277}

***

(4)
{"formula": "C3H7N4", "method": "wB97M-V/def2-TZVPD", "elements": ["C", "C", "C", "N", "N", "N", "N", "H", "H", "H", "H", "H", "H", "H"], "coordinates": [[-0.8202, -0.2030, 0.5306], [1.7346, 0.9931, 0.1144], [-0.1435, -0.2451, -0.7022], [2.0464, 0.0861, 1.1820], [1.5044, -0.5665, 1.8986], [-1.8463, -1.0890, 0.6092], [1.0834, 0.2939, -0.8779], [-0.5703, 0.2044, 1.4634], [1.0894, 1.7871, 0.4977], [2.7149, 1.3513, -0.2950], [-0.5747, -0.8793, -1.5004], [-2.5833, -1.1468, 1.3763], [-1.6323, -1.9624, 0.1199], [1.5903, 0.1374, -1.7063]], "atomic_forces_ev_per_a": [[-0.06, -1.95, -2.33], [0.74, 2.03, -3.53], [-0.94, -0.40, 1.84], [1.79, -0.42, 2.45], [-1.09, -1.21, 0.38], [-1.56, -1.30, 0.90], [-0.59, 0.62, 0.02], [0.49, 1.57, 0.77], [0.42, -0.04, 0.53], [-1.05, 0.04, 0.66], [0.47, 0.67, 0.48], [1.88, 0.34, -1.49], [-0.93, 0.47, 0.40], [0.42, -0.43, -1.08]], "nbo_charge": [-0.022, -0.137, -0.063, 0.015, 0.201, -0.773, -0.482, 0.218, 0.269, 0.265, 0.247, 0.431, 0.401, 0.430], "lumo_energy_ha": [-0.215, -0.181], "fmax_ev_per_a": 4.141, "homo_ev": [-11.945, -12.368], "multiplicity": 1, "smiles": "N#[N+]CN/C=C/N", "total_charge": 1, "energy_ev": -9175.0804}

***

(5)
{"formula": "C3H7N4", "method": "wB97M-V/def2-TZVPD", "elements": ["C", "C", "C", "N", "N", "N", "N", "H", "H", "H", "H", "H", "H", "H"], "coordinates": [[-2.3965, -0.3904, 0.0016], [0.9809, 0.3358, 0.2955], [1.7060, -0.9224, -0.0798], [-1.3575, -0.1303, 0.7886], [-0.2711, 0.1807, 0.5587], [-3.2549, 0.4470, -0.2827], [1.5720, 1.5706, -0.1060], [-2.2797, -1.5002, -0.1757], [2.6386, -0.7645, 0.4242], [1.7293, -0.9950, -1.1187], [1.3264, -1.7957, 0.3369], [-4.0748, -0.0119, -0.7540], [1.0916, 2.4493, 0.1838], [2.5898, 1.5271, -0.0723]], "atomic_forces_ev_per_a": [[-1.27, -2.76, -2.24], [-0.93, 1.58, -1.96], [0.51, 1.76, 1.82], [0.27, 0.50, 4.42], [4.09, 1.56, -1.50], [-2.03, -0.01, -0.76], [-1.74, -1.65, 1.73], [-0.88, 0.68, -0.19], [1.15, -0.31, -0.40], [0.49, -0.03, -1.74], [-1.10, -1.40, 0.77], [1.04, 0.73, 0.33], [0.84, -1.03, -0.33], [-0.43, 0.37, 0.07]], "nbo_charge": [0.178, 0.437, -0.639, 0.051, 0.042, -0.538, -0.753, 0.206, 0.252, 0.265, 0.253, 0.388, 0.434, 0.426], "lumo_energy_ha": -0.196, "fmax_ev_per_a": 4.630, "homo_ev": -14.177, "multiplicity": 1, "smiles": "[H]/N=C/N=N\\C(C)=[NH2+]", "total_charge": 1, "energy_ev": -9174.3234}

***

(6)
{"formula": "C3H7N4O", "method": "wB97M-V/def2-TZVPD", "elements": ["C", "C", "C", "N", "N", "N", "N", "O", "H", "H", "H", "H", "H", "H", "H"], "coordinates": [[-0.9645, 0.9848, 0.7986], [1.6062, -0.3772, 0.0401], [-0.1186, 0.2326, 1.8059], [-0.8852, 0.6358, -0.4597], [1.2130, -0.0275, 1.2352], [-0.3949, -0.4943, -0.7588], [-0.1484, -0.6255, -2.2125], [2.3126, -0.7185, -0.8442], [-1.4978, 1.8576, 1.1134], [0.0371, 0.8566, 2.6831], [-0.4911, -0.8317, 1.9161], [1.9233, -0.1249, 1.9962], [-0.0718, -1.6615, -2.2427], [0.7374, -0.0768, -2.6071], [-0.9229, -0.1280, -2.6713]], "atomic_forces_ev_per_a": [[1.32, -1.25, -1.04], [-2.07, -0.98, -1.16], [-1.73, -1.20, -1.62], [-2.62, 3.40, 1.19], [3.52, -0.32, -0.11], [3.66, -2.11, 0.93], [1.47, 1.70, 0.29], [-0.65, 1.02, 2.12], [-0.11, 0.39, -0.31], [-0.14, -0.58, 0.22], [-0.14, 1.39, 0.78], [-0.42, 0.22, -1.16], [-0.17, 0.94, -1.17], [-1.59, -1.74, 1.23], [-0.32, -0.90, -0.21]], "nbo_charge": [-0.019, 0.919, -0.283, -0.257, -0.609, -0.260, -0.580, -0.451, 0.228, 0.256, 0.249, 0.461, 0.464, 0.433, 0.449], "lumo_energy_ha": [-0.138, -0.138], "fmax_ev_per_a": 4.456, "homo_ev": [-12.687, -12.688], "multiplicity": 1, "total_charge": 1, "energy_ev": -11221.7664}

***

(7)
{"formula": "C3H7N4O3", "method": "wB97M-V/def2-TZVPD", "elements": ["C", "C", "C", "N", "N", "N", "N", "O", "O", "O", "H", "H", "H", "H", "H", "H", "H"], "coordinates": [[-0.5134, 0.2280, -0.8555], [-1.3589, 0.4474, 0.4806], [1.7086, -0.8406, -0.1356], [2.4742, 0.1529, -0.6380], [0.4097, -0.8119, -0.6410], [-0.6873, 0.2676, 1.7206], [3.6168, 0.4622, -0.2279], [4.1054, -0.0633, 1.0288], [4.4026, 1.2104, -0.8873], [2.0833, -1.7088, 0.6224], [-1.3613, 0.1529, -1.4801], [0.1597, 1.0724, -0.9205], [-1.8965, 1.4272, 0.2229], [-2.0976, -0.4315, 0.4317], [0.0072, -1.6691, -0.2217], [-0.1529, 1.0593, 1.9485], [3.4475, -0.8475, 1.1374]], "atomic_forces_ev_per_a": [[1.14, 1.85, 2.90], [-0.08, -0.98, 1.02], [-3.90, 0.99, -0.16], [1.52, 2.32, -1.46], [1.35, -4.19, 0.43], [-1.16, -0.98, -1.07], [1.64, 0.47, -0.61], [-1.13, 0.00, -1.88], [-1.80, -1.88, 2.50], [1.32, -1.37, 0.85], [0.05, -0.61, -2.09], [-0.53, 0.87, -0.79], [0.14, -0.71, 0.43], [0.27, 1.14, -0.17], [-0.13, 0.87, -0.28], [0.87, 1.64, 0.34], [0.42, 0.57, 0.04]], "nbo_charge": [-0.294, -0.197, 0.738, -0.338, -0.569, -1.073, 0.570, -0.546, -0.409, -0.664, 0.190, 0.191, 0.104, 0.119, 0.390, 0.282, 0.504], "lumo_energy_ha": [0.101, 0.101], "fmax_ev_per_a": 4.426, "homo_ev": [-2.068, -2.066], "multiplicity": 1, "total_charge": -1, "energy_ev": -15322.4663}

***

(8)
{"formula": "C3H7N4S", "method": "wB97M-V/def2-TZVPD", "elements": ["C", "C", "C", "N", "N", "N", "N", "S", "H", "H", "H", "H", "H", "H", "H"], "coordinates": [[-0.1607, -1.7596, 1.4892], [-0.2273, 0.8671, -0.9217], [0.8578, -0.8168, 0.7975], [-1.0523, -1.1554, 2.1663], [0.2781, 0.5512, 0.7015], [0.7654, 0.6580, -1.7638], [-1.4486, 1.3841, -1.0551], [-0.9848, 0.5694, 1.8870], [-0.0206, -2.7833, 1.6053], [1.7148, -0.7221, 1.4462], [1.2199, -1.0685, -0.1643], [1.6775, 0.4259, -1.3537], [0.8396, 0.8994, -2.7194], [-1.9492, 1.0918, -0.1903], [-1.5093, 1.8588, -1.9248]], "atomic_forces_ev_per_a": [[0.29, 3.24, 0.12], [0.56, -0.62, 3.77], [-0.58, 0.44, 0.66], [-0.22, 0.65, -0.91], [-1.48, -0.15, -3.39], [0.32, 0.02, 1.68], [4.19, -2.27, 1.09], [0.22, -0.85, -0.13], [0.20, -1.75, -0.03], [0.39, -0.18, 0.41], [0.25, -0.88, -0.83], [-0.65, 0.19, -0.11], [-0.57, 0.37, -1.09], [-1.06, 1.13, -0.83], [-1.86, 0.65, -0.44]], "nbo_charge": [0.087, 0.686, -0.312, -0.476, -0.566, -0.752, -0.762, 0.623, 0.229, 0.247, 0.214, 0.436, 0.438, 0.459, 0.449], "lumo_energy_ha": -0.134, "fmax_ev_per_a": 4.890, "homo_ev": -13.106, "multiplicity": 1, "smiles": "NC(=[NH2+])N1CC=NS1", "total_charge": 1, "energy_ev": -20011.3475}

***

(9)
{"formula": "C3H7N4S", "method": "wB97M-V/def2-TZVPD", "elements": ["C", "C", "C", "N", "N", "N", "N", "S", "H", "H", "H", "H", "H", "H", "H"], "coordinates": [[-0.9634, -1.3198, 0.2508], [-3.1892, -0.2857, 0.0774], [-0.1856, 1.8752, 0.1160], [-2.1861, -1.0038, 0.1513], [-0.0307, -0.4538, -0.1086], [-0.3296, 0.8498, -0.5423], [2.5899, -0.5253, -0.1717], [-4.5406, 0.3606, -0.2143], [-0.6782, -2.3653, 0.4003], [0.0934, 2.0013, 1.1796], [-0.4765, 2.8280, -0.3262], [1.0520, -0.7613, -0.0579], [2.7089, -0.0787, -1.0778], [3.2833, -1.1870, -0.2018], [2.8524, 0.0657, 0.5251]], "atomic_forces_ev_per_a": [[3.22, 0.93, -1.61], [1.77, -1.73, -0.54], [0.09, 2.32, 2.65], [-5.00, 1.45, 0.59], [0.60, -0.69, 1.84], [-0.70, -2.97, -2.37], [-2.10, -0.48, -2.64], [-0.25, 0.45, 0.26], [0.12, 0.41, 0.25], [0.20, -0.66, -0.35], [0.13, -0.26, -0.42], [-0.58, 0.84, -0.31], [-0.22, 0.47, 0.14], [1.86, -2.55, 0.16], [0.85, 2.47, 2.36]], "nbo_charge": [0.348, 0.229, 0.004, -0.513, -0.358, -0.257, -1.020, 0.321, 0.241, 0.180, 0.213, 0.447, 0.393, 0.392, 0.381], "lumo_energy_ha": -0.173, "fmax_ev_per_a": 5.236, "homo_ev": -13.459, "multiplicity": 1, "total_charge": 1, "energy_ev": -20011.0425}

***

(10)
{"formula": "C3H7N5", "method": "wB97M-V/def2-TZVPD", "elements": ["C", "C", "C", "H", "H", "H", "H", "H", "H", "H", "N", "N", "N", "N", "N"], "coordinates": [[1.4790, -0.8293, 0.1431], [-0.0536, -0.6290, 0.2146], [-2.5860, 0.0527, -0.1023], [2.8128, 1.0181, 0.2074], [2.5185, -0.0295, -1.3603], [1.9124, -0.7434, 1.2058], [2.0110, -1.7123, -0.1238], [-3.5669, 0.2237, 0.0427], [-1.8806, 1.9008, 0.1453], [0.3416, 1.2599, 0.2645], [1.9293, 0.3938, -0.4479], [-0.7795, -1.4407, -0.2595], [-2.1990, -1.1683, -0.0899], [-1.5460, 1.0519, -0.3752], [-0.3930, 0.6515, 0.5355]], "atomic_forces_ev_per_a": [[0.19, 1.66, 4.89], [5.91, 2.89, 0.69], [6.00, -2.08, -1.19], [-3.35, -2.89, -2.61], [-1.78, 2.37, 2.85], [-1.25, -0.41, -0.76], [-0.75, -0.99, -1.12], [-3.17, 1.19, 0.29], [0.40, -0.73, -1.00], [0.78, 0.51, -0.31], [6.94, 1.56, -2.85], [-5.74, -4.92, -2.17], [-0.32, 0.30, 0.29], [-1.06, 0.74, 2.68], [-2.79, 0.79, 0.32]], "nbo_charge": [-0.288, 0.397, 0.196, 0.366, 0.382, 0.193, 0.228, 0.190, 0.362, 0.409, -0.866, -0.318, -0.277, -0.472, -0.500], "lumo_energy_ha": 0.021, "fmax_ev_per_a": 7.864, "homo_ev": -8.711, "multiplicity": 1, "smiles": "NCC1=NN=CNN1", "energy_ev": -10669.7048}

***

(11)
{"formula": "C3H7NO", "method": "wB97M-V/def2-TZVPD", "elements": ["C", "N", "C", "O", "C", "H", "H", "H", "H", "H", "H", "H"], "coordinates": [[-1.6558, -0.1769, -0.4051], [-0.5777, -0.5342, 0.5110], [0.6724, -0.6157, -0.0977], [0.9016, -1.4054, -0.9881], [1.5945, 0.5126, 0.3279], [-1.3292, -0.4069, -1.4226], [-1.8781, 0.9001, -0.3561], [-2.5596, -0.7439, -0.1867], [-0.5597, 0.0311, 1.3490], [1.0174, 1.4460, 0.2510], [2.4435, 0.5589, -0.3504], [1.9306, 0.4343, 1.3676]], "atomic_forces_ev_per_a": [[-0.31, -0.08, -0.14], [0.02, -0.11, 0.17], [-0.01, 0.23, -0.21], [0.05, 0.52, 0.34], [0.23, -0.02, -0.07], [-0.16, -0.08, 0.17], [-0.01, -0.24, 0.01], [-0.05, 0.06, -0.07], [-0.06, 0.09, -0.20], [0.23, -0.20, -0.03], [0.10, -0.04, 0.18], [-0.02, -0.14, -0.16]], "nbo_charge": [-0.416, -0.647, 0.694, -0.568, -0.726, 0.222, 0.180, 0.201, 0.367, 0.220, 0.240, 0.233], "lumo_energy_ha": 0.032, "fmax_ev_per_a": 0.620, "homo_ev": -9.642, "multiplicity": 1, "smiles": "CNC(C)=O", "energy_ev": -6761.9353}

***

(12)
{"formula": "C3H7NO", "method": "wB97M-V/def2-TZVPD", "elements": ["O", "C", "H", "H", "C", "C", "N", "H", "H", "H", "H", "H"], "coordinates": [[-2.1598, -0.3568, -0.5005], [-1.3735, -1.1455, -0.9480], [-0.6709, -0.8448, -1.7404], [-1.3426, -2.1894, -0.5935], [1.4835, 0.8469, -0.6547], [0.7049, 0.7063, 0.4386], [1.1103, -0.0062, 1.5507], [2.5608, 0.9075, -0.5151], [1.1506, 0.8157, -1.6807], [-0.1890, 1.3010, 0.6050], [2.0899, -0.2631, 1.4730], [0.8949, 0.3968, 2.4581]], "atomic_forces_ev_per_a": [[-0.08, -0.07, 0.06], [-0.24, 0.19, -0.07], [0.09, -0.18, -0.01], [0.10, -0.03, -0.02], [0.37, -0.23, 0.14], [0.27, 0.85, 0.08], [0.71, 0.71, 0.39], [0.06, -1.04, -0.07], [-0.39, 1.07, 0.05], [-0.72, -0.98, -0.54], [-0.11, -0.22, 0.18], [-0.05, -0.08, -0.18]], "nbo_charge": [-0.508, 0.284, 0.113, 0.110, -0.581, 0.031, -0.788, 0.189, 0.206, 0.202, 0.370, 0.372], "lumo_energy_ha": 0.038, "fmax_ev_per_a": 1.334, "homo_ev": -8.108, "multiplicity": 1, "smiles": "C=CN.C=O", "energy_ev": -6759.7162}

***

Relative energy (zero: lowest compared OMol25 entry of this formula, charge and spin)
In order: 1.0166 5.1754 1.4428 3.4360 4.1930 4.2115 4.0302 1.3139 1.6189 5.2960 0.8151 3.0341
Unit: eV